Record 1
{
  "formula": "C44H35FMnN2O3S",
  "method": "ωB97M-V with the def2-TZVPD basis set",
  "elements": ["Mn", "O", "C", "C", "C", "C", "C", "C", "C", "C", "C", "O", "C", "C", "C", "C", "C", "C", "C", "C", "C", "C", "C", "C", "N", "C", "C", "C", "C", "C", "C", "C", "C", "C", "C", "C", "C", "H", "H", "H", "H", "H", "H", "H", "H", "H", "H", "H", "H", "H", "H", "H", "H", "H", "H", "H", "H", "H", "H", "H", "H", "H", "H", "H", "O", "N", "C", "C", "C", "C", "C", "S", "H", "H", "H", "H", "F", "C", "C", "C", "C", "C", "C", "H", "H", "H", "H"],
  "coordinates": [[-0.50684, -1.12749, -0.26934], [-1.09615, -0.70516, 1.69632], [-1.72772, 0.31802, 2.32004], [-2.35898, 1.32394, 1.29271], [-1.32250, 2.05300, 0.49779], [-1.02353, 3.38286, 0.77787], [-0.04057, 4.02736, 0.05243], [0.61260, 3.32182, -0.93880], [0.26642, 1.99450, -1.17330], [0.99575, 1.20126, -2.21010], [2.06375, 0.26394, -1.55382], [1.49733, -0.58978, -0.67085], [2.79694, -0.54344, -2.64444], [2.68806, -0.33255, -4.01295], [3.36915, -1.14182, -4.92035], [4.17273, -2.17402, -4.46816], [4.28216, -2.39959, -3.09815], [3.59804, -1.59719, -2.20257], [3.09453, 1.19522, -0.87413], [4.00209, 1.96357, -1.60039], [4.84496, 2.86281, -0.96097], [4.78776, 3.00718, 0.42021], [3.89067, 2.23845, 1.15003], [3.05551, 1.33357, 0.50646], [-0.68878, 1.36986, -0.46819], [-2.86347, -0.27517, 3.18459], [-2.75587, -0.44707, 4.56200], [-3.75400, -1.08645, 5.29011], [-4.88623, -1.56818, 4.65242], [-4.99947, -1.41512, 3.27491], [-3.99967, -0.78292, 2.55268], [-0.75581, 1.12248, 3.20765], [-1.15842, 2.21846, 3.96997], [-0.24213, 2.93976, 4.72226], [1.09845, 2.57181, 4.72692], [1.50492, 1.47479, 3.97974], [0.58257, 0.75690, 3.22742], [-3.00070, 2.04425, 1.80899], [-2.96968, 0.73747, 0.60585], [-1.55322, 3.89068, 1.57322], [0.21946, 5.05849, 0.26275], [1.40591, 3.77546, -1.52012], [1.45996, 1.88815, -2.92351], [0.30011, 0.53847, -2.71837], [2.05553, 0.46004, -4.39306], [3.25734, -0.96665, -5.98485], [4.69621, -2.81067, -5.17225], [4.88931, -3.21960, -2.73201], [3.63258, -1.79082, -1.13754], [4.05245, 1.85201, -2.67892], [5.54840, 3.45155, -1.54010], [5.43913, 3.71398, 0.92229], [3.82972, 2.35353, 2.22616], [2.34115, 0.72231, 1.04329], [-1.87305, -0.09110, 5.07784], [-3.63770, -1.21364, 6.36108], [-5.66485, -2.06929, 5.21640], [-5.86607, -1.80564, 2.75364], [-4.09123, -0.71198, 1.47592], [-2.20516, 2.50489, 3.98258], [-0.57299, 3.79150, 5.30720], [1.81790, 3.13659, 5.30930], [2.54716, 1.17548, 3.97960], [0.86193, -0.10416, 2.63138], [-1.02072, -1.15752, -2.55515], [-1.99070, -0.49261, -3.11435], [-1.74179, 0.11759, -4.29513], [-2.69241, 0.84896, -4.96155], [-3.96055, 0.96447, -4.39101], [-4.21399, 0.33316, -3.19786], [-3.23942, -0.43150, -2.51872], [-3.51066, -1.26394, -1.07130], [-0.73514, -0.04161, -4.65237], [-2.43751, 1.31728, -5.90226], [-4.73869, 1.53878, -4.87957], [-5.18477, 0.39266, -2.72722], [0.25106, -7.49125, 0.23278], [0.08683, -6.12436, 0.12981], [-0.81092, -5.49331, 0.96207], [-0.96251, -4.10918, 0.84299], [-0.24916, -3.33289, -0.08197], [0.64899, -4.04736, -0.88872], [0.82818, -5.43057, -0.80025], [-1.37428, -6.07512, 1.68496], [-1.66707, -3.61752, 1.50987], [1.24358, -3.50761, -1.62290], [1.52780, -5.96348, -1.43693]],
  "forces_ev_per_a": [[0.0, -0.4, 0.0], [0.1, 0.1, -0.2], [0.1, -0.1, 0.0], [0.0, 0.0, 0.0], [0.0, -0.2, 0.0], [0.0, 0.1, 0.1], [0.0, -0.1, 0.0], [0.1, 0.1, 0.0], [0.0, -0.1, 0.0], [0.0, 0.0, 0.0], [0.0, -0.1, 0.0], [-0.1, 0.2, 0.2], [0.0, 0.0, 0.0], [0.0, 0.0, 0.0], [0.0, 0.0, 0.0], [0.0, 0.0, 0.0], [0.0, 0.0, 0.0], [0.0, 0.0, 0.0], [0.0, 0.0, -0.1], [0.0, 0.0, 0.0], [0.0, 0.0, 0.0], [0.0, 0.0, 0.0], [0.0, 0.0, 0.0], [0.0, 0.0, 0.0], [0.0, 0.3, 0.0], [0.0, 0.0, 0.0], [0.0, 0.0, 0.0], [0.0, 0.0, 0.0], [0.0, 0.0, 0.0], [0.0, 0.0, 0.0], [0.0, 0.0, 0.0], [0.0, 0.0, 0.0], [0.1, 0.0, 0.0], [0.0, 0.0, 0.0], [0.0, 0.0, 0.0], [0.0, 0.0, 0.0], [0.0, 0.0, 0.0], [0.0, 0.0, 0.0], [0.0, 0.0, 0.0], [0.0, 0.0, 0.0], [0.0, 0.0, 0.0], [0.0, 0.0, 0.0], [0.0, 0.0, 0.0], [0.0, 0.0, 0.0], [0.0, 0.0, 0.0], [0.0, 0.0, 0.0], [0.0, 0.0, 0.0], [0.0, 0.0, 0.0], [0.0, 0.0, 0.0], [0.0, 0.0, 0.0], [0.0, 0.0, 0.0], [0.0, 0.0, 0.0], [0.0, 0.0, 0.0], [0.0, 0.0, 0.0], [0.0, 0.0, 0.0], [0.0, 0.0, 0.0], [0.0, 0.0, 0.0], [0.0, 0.0, 0.0], [0.0, 0.0, 0.0], [0.0, 0.0, 0.0], [0.0, 0.0, 0.0], [0.0, 0.0, 0.0], [0.0, 0.0, 0.0], [0.0, 0.0, 0.0], [0.0, 0.0, 0.0], [0.0, 0.1, 0.0], [0.0, 0.0, 0.0], [0.1, 0.0, -0.1], [-0.1, 0.0, 0.1], [0.1, 0.1, -0.1], [0.0, -0.1, 0.2], [0.0, 0.0, 0.0], [0.0, 0.0, 0.0], [0.0, 0.0, 0.0], [0.0, 0.0, 0.0], [0.0, 0.0, 0.0], [0.0, 0.0, 0.0], [0.0, 0.0, 0.0], [-0.1, 0.0, 0.1], [0.1, -0.1, 0.0], [0.0, 0.3, 0.0], [0.0, -0.1, 0.1], [0.1, 0.0, -0.1], [0.0, 0.0, 0.0], [0.0, 0.0, 0.0], [0.0, 0.0, 0.0], [0.0, 0.0, 0.0]],
  "fmax_ev_per_a": 0.411,
  "lumo_energy_ev": [4.4396, 4.4390],
  "e_above_lowest_ev": 0.0000,
  "multiplicity": 6,
  "molar_mass_g_mol": 745.778,
  "homo_ev": [-0.9, -2.1],
  "total_charge": -2,
  "s_squared": 8.755
}

=====

Record 2
{
  "formula": "C20H16N4O3S",
  "method": "ωB97M-V with the def2-TZVPD basis set",
  "elements": ["C", "S", "C", "C", "C", "C", "C", "C", "C", "O", "N", "C", "C", "C", "C", "C", "C", "C", "C", "N", "C", "N", "C", "O", "N", "C", "O", "C", "H", "H", "H", "H", "H", "H", "H", "H", "H", "H", "H", "H", "H", "H", "H", "H"],
  "coordinates": [[5.30694, 1.83579, 5.70909], [3.90509, 2.75903, 5.00803], [2.71369, 1.57407, 4.31284], [2.94570, 0.17732, 4.54518], [2.33751, -0.82017, 3.73370], [1.42889, -0.41706, 2.70177], [1.16139, 0.94134, 2.60873], [1.72202, 1.91408, 3.38959], [0.01102, 1.10339, 1.70064], [-0.65310, 2.13378, 1.38784], [-0.12439, -0.04605, 1.04907], [-1.07482, -0.39532, 0.03823], [-0.73773, 0.09291, -1.40472], [-1.83638, -0.07819, -2.37318], [-2.62750, -0.56279, -3.18199], [-3.64082, -0.92081, -4.09396], [-3.82680, -2.35107, -4.21171], [-4.75761, -2.83719, -5.12485], [-5.47055, -1.90513, -5.78316], [-5.22328, -0.59438, -5.79018], [-4.32078, -0.09542, -4.93022], [-0.34515, 1.59243, -1.60998], [0.97984, 1.68852, -1.85362], [1.73368, 2.65003, -1.77037], [1.55373, 0.40114, -1.92703], [0.57651, -0.57343, -1.83437], [0.93293, -1.69950, -1.86326], [0.74309, -1.08255, 1.56950], [6.06822, 2.51657, 6.23841], [5.83764, 1.30374, 4.90599], [4.97682, 1.07206, 6.40680], [3.72593, -0.17659, 5.15893], [2.67316, -1.85210, 3.95350], [1.50325, 2.99332, 3.16497], [-1.21758, -1.42429, 0.16257], [-2.06882, 0.03528, 0.18590], [-3.37828, -2.97985, -3.50954], [-4.84343, -3.85432, -5.16623], [-6.27230, -2.16385, -6.44871], [-3.94456, 0.89945, -4.90104], [-0.74444, 2.22479, -0.92095], [2.46850, 0.18606, -2.04539], [1.53218, -1.25942, 0.84184], [0.27060, -2.00560, 1.97131]],
  "forces_ev_per_a": [[0.8, -0.3, -0.1], [-0.8, 0.6, 0.0], [1.5, -1.9, 0.4], [-1.4, 0.4, -2.4], [-0.1, 0.7, -0.2], [1.8, 0.7, 1.8], [-1.2, -0.4, 1.0], [1.0, 2.3, 0.4], [-1.1, 4.1, -1.9], [1.4, -2.1, 1.1], [-0.2, -2.0, -0.1], [-0.9, 2.6, -0.4], [0.5, 1.6, -1.6], [-1.1, -2.5, -1.0], [1.7, 2.4, 2.3], [0.6, -4.1, 0.5], [-1.4, 2.5, -0.8], [2.1, 1.6, 2.4], [-0.9, 1.6, -1.8], [0.0, 1.0, 0.7], [-0.1, -1.0, -0.9], [-1.2, -2.0, 1.0], [3.8, 0.8, 1.9], [-1.5, -0.2, -0.7], [-5.9, 1.3, -0.2], [2.2, 1.7, 0.5], [-1.0, -2.9, -0.1], [0.6, -0.8, 0.8], [-1.6, -0.7, -0.9], [-0.1, 0.3, 0.2], [-0.1, 0.1, 0.3], [0.6, -0.1, 0.9], [-0.6, 0.6, -0.5], [0.1, -1.2, 0.3], [-0.1, -1.7, -0.8], [0.1, 0.3, 0.7], [1.0, -0.9, 0.7], [-0.8, -2.4, -0.5], [-0.3, -0.4, -0.3], [-0.7, 1.1, -0.6], [0.2, 0.2, -0.1], [3.2, -0.4, -0.6], [-0.1, -0.8, -0.3], [-0.1, 0.4, -1.0]],
  "fmax_ev_per_a": 6.020,
  "lumo_energy_ev": 0.2146,
  "e_above_lowest_ev": 0.8455,
  "molar_mass_g_mol": 392.440,
  "smiles": "CSc1ccc2c(c1)C(=O)N(C[C@@]1(C#Cc3cccnc3)NC(=O)NC1=O)C2",
  "homo_ev": -8.5,
  "total_charge": 0
}

=====

Record 3
{
  "formula": "C17H21Cl43NO4S3",
  "method": "ωB97M-V with the def2-TZVPD basis set",
  "elements": ["C", "C", "S", "C", "S", "O", "O", "N", "S", "O", "O", "Cl", "H", "H", "H", "H", "H", "H", "H", "C", "Cl", "Cl", "Cl", "H", "C", "Cl", "Cl", "Cl", "H", "C", "Cl", "Cl", "Cl", "H", "C", "Cl", "Cl", "Cl", "H", "C", "Cl", "Cl", "Cl", "H", "C", "Cl", "Cl", "Cl", "H", "C", "Cl", "Cl", "Cl", "H", "C", "Cl", "Cl", "Cl", "H", "C", "Cl", "Cl", "Cl", "H", "C", "Cl", "Cl", "Cl", "H", "C", "Cl", "Cl", "Cl", "H", "C", "Cl", "Cl", "Cl", "H", "C", "Cl", "Cl", "Cl", "H", "C", "Cl", "Cl", "Cl", "H"],
  "coordinates": [[-1.19667, 1.77979, 1.91224], [-2.21926, 2.69940, 1.01989], [-3.39705, 1.75045, -0.08179], [-3.44079, -0.07835, 0.31557], [-2.07173, -1.08168, -0.55384], [-2.76229, -2.33828, -1.21385], [-1.00999, -1.64413, 0.42054], [-1.43655, -0.09188, -1.84716], [0.30470, 0.05814, -1.76786], [1.05950, -1.31938, -1.78295], [0.82791, 0.89092, -0.56590], [0.98271, 1.08125, -3.50429], [-1.58513, 1.53994, 3.00294], [-0.89405, 0.77209, 1.39941], [-0.18495, 2.38907, 2.07297], [-1.56058, 3.38412, 0.31014], [-2.81364, 3.39191, 1.78083], [-4.45333, -0.49826, -0.15774], [-3.51824, -0.33007, 1.47225], [-1.35318, -5.44398, 0.94309], [-1.66686, -5.03745, 2.63885], [-0.31603, -6.87598, 0.82823], [-2.87499, -5.70676, 0.07454], [-0.83208, -4.60321, 0.47813], [3.11720, 0.83949, 2.67748], [3.39600, 0.90276, 4.42606], [1.69638, -0.15319, 2.30957], [2.92236, 2.47284, 2.01903], [3.98971, 0.37999, 2.20607], [2.59147, -7.47669, -1.60591], [4.15909, -6.89282, -1.02201], [2.46212, -7.26298, -3.36008], [2.35849, -9.17754, -1.16755], [1.80477, -6.88711, -1.12827], [-7.73149, 0.22953, 1.34008], [-6.18729, 0.67025, 0.59143], [-8.35790, -1.27131, 0.63682], [-7.54779, 0.06516, 3.09467], [-8.45046, 1.02871, 1.14250], [-0.23577, 6.26337, -0.49216], [0.42908, 6.30026, -2.13407], [-1.90792, 5.67769, -0.51108], [0.76600, 5.25128, 0.56211], [-0.23221, 7.28213, -0.09624], [7.12551, 3.57855, 2.15220], [6.59559, 5.24486, 1.86606], [5.85049, 2.65024, 2.95971], [7.58964, 2.80292, 0.62829], [8.00061, 3.60308, 2.80660], [7.98239, -0.09660, 4.90674], [6.77348, -0.64399, 3.73279], [8.93351, 1.24237, 4.24190], [7.20317, 0.38648, 6.42292], [8.65929, -0.92854, 5.11730], [3.45579, -7.88034, -7.58715], [3.14212, -7.47381, -5.89139], [4.49295, -9.31233, -7.70201], [1.93398, -8.14311, -8.45571], [3.97689, -7.03956, -8.05211], [-2.07207, 9.68393, -2.39271], [-0.52787, 10.12465, -3.14136], [-2.69848, 8.18309, -3.09597], [-1.88837, 9.51956, -0.63812], [-2.79104, 10.48311, -2.59029], [0.94970, 4.22850, 5.56920], [2.51732, 4.81237, 6.15310], [0.82035, 4.44221, 3.81504], [0.71672, 2.52765, 6.00756], [0.16300, 4.81808, 6.04685], [-11.67249, -1.57829, 3.24233], [-11.21428, -0.00472, 2.56914], [-10.61203, -2.00893, 4.59490], [-13.36682, -1.56382, 3.76038], [-11.55781, -2.33375, 2.46081], [10.68445, 1.54652, -1.94094], [12.25207, 2.13039, -1.35704], [10.55510, 1.76022, -3.69510], [10.45147, -0.15433, -1.50258], [9.89775, 2.13610, -1.46329], [-0.96823, -10.76435, -7.46283], [-2.53575, -10.81800, -8.28702], [-1.19117, -10.66870, -5.70766], [0.00792, -12.18005, -7.88973], [-0.43674, -9.86771, -7.79179], [-5.91959, 5.02449, 0.22153], [-7.53297, 5.37496, -0.42146], [-6.02204, 3.87602, 1.56689], [-4.86439, 4.39483, -1.05496], [-5.48838, 5.95629, 0.59630]],
  "forces_ev_per_a": [[0.8, 0.1, 0.4], [1.5, 0.3, 1.4], [0.3, -0.8, 0.6], [-0.9, -0.3, 0.4], [2.3, -5.9, -1.3], [1.3, 4.8, 2.0], [-2.9, 2.7, -1.9], [1.9, -0.4, 1.3], [2.3, -3.6, 5.5], [-2.9, 4.8, -0.9], [-2.1, -1.7, -4.2], [-1.0, -0.4, 0.6], [0.5, 0.5, -2.3], [-0.6, 2.0, 0.8], [-2.2, -1.3, -0.5], [-1.6, -1.8, 1.5], [1.0, -1.4, -1.8], [2.8, 0.9, 0.7], [0.7, 0.4, -2.5], [-0.2, 0.4, -0.2], [0.1, -0.1, -0.2], [0.1, -0.1, 0.0], [0.3, 0.0, 0.2], [-0.2, -0.1, 0.1], [-0.4, -0.3, -0.4], [0.2, 0.0, 0.0], [0.4, 0.2, 0.1], [-0.3, -0.3, -0.2], [-0.3, 0.2, 0.1], [-0.1, 0.2, 0.1], [-0.2, -0.1, -0.1], [-0.4, 0.0, 1.4], [0.0, 0.2, 0.0], [0.2, -0.2, -0.1], [0.0, 0.1, -0.2], [-1.3, 0.2, 0.5], [0.0, 0.1, 0.0], [0.0, 0.1, -0.1], [0.2, -0.3, 0.1], [0.0, 0.1, 0.1], [-0.1, 0.0, 0.2], [0.2, 0.4, -0.1], [-0.1, 0.1, -0.2], [0.0, -0.4, -0.2], [-0.1, -0.1, 0.3], [0.1, -0.1, 0.0], [0.8, 0.4, 0.0], [0.0, 0.0, 0.1], [-0.3, 0.0, -0.3], [-0.2, -0.1, 0.0], [0.3, -0.1, 0.2], [0.1, -0.1, 0.1], [0.1, -0.1, -0.2], [-0.2, 0.3, -0.1], [0.0, 0.2, 0.1], [0.5, -0.2, -1.4], [-0.1, 0.2, 0.0], [0.1, 0.1, 0.0], [-0.2, -0.3, 0.1], [-0.1, -0.1, -0.2], [-0.2, 0.0, 0.1], [0.0, 0.3, 0.1], [-0.1, 0.1, -0.1], [0.3, -0.3, 0.1], [-0.1, 0.0, -0.1], [-0.1, 0.0, 0.0], [-0.1, 0.1, 0.5], [-0.1, 0.3, 0.0], [0.3, -0.2, -0.2], [0.1, 0.0, 0.0], [-0.2, -0.2, 0.1], [-0.1, 0.0, -0.2], [0.1, 0.0, -0.1], [0.0, 0.3, 0.3], [-0.1, 0.0, 0.0], [-0.2, 0.0, 0.0], [0.0, 0.0, 0.2], [0.0, 0.3, 0.0], [0.3, -0.2, -0.2], [0.0, 0.1, 0.1], [0.2, 0.0, 0.0], [0.1, 0.0, -0.3], [-0.1, 0.2, 0.0], [-0.2, -0.3, 0.1], [0.2, 0.0, 0.0], [0.1, 0.0, 0.1], [0.0, 0.3, -0.1], [-0.4, 0.4, 0.1], [-0.2, -0.3, -0.1]],
  "fmax_ev_per_a": 6.976,
  "lumo_energy_ev": 1.5168,
  "molar_mass_g_mol": 1924.038,
  "homo_ev": -6.0,
  "total_charge": -1
}

=====

Record 4
{
  "formula": "C6H8BrN",
  "method": "ωB97M-V with the def2-TZVPD basis set",
  "elements": ["C", "C", "C", "C", "C", "C", "N", "Br", "H", "H", "H", "H", "H", "H", "H", "H"],
  "coordinates": [[1.60135, 0.29197, -0.82034], [0.33795, -1.52969, -0.57558], [1.27442, 0.31126, 0.54380], [0.16256, -0.68776, 0.74758], [-0.99055, 0.17017, 0.76334], [-1.51169, 1.08303, -0.31954], [1.15485, -0.80556, -1.47941], [-1.36825, 0.93406, 2.41722], [2.49162, 0.92017, -1.23213], [0.79739, -2.49190, -0.30577], [-0.50522, -1.91769, -1.04132], [1.46837, 1.16543, 1.33151], [0.21059, -1.37672, 1.67322], [-1.16006, 2.11509, -0.28224], [-2.66659, 1.08872, -0.17765], [-1.29673, 0.72942, -1.24270]],
  "forces_ev_per_a": [[2.3, -1.0, -0.8], [0.9, -0.3, 2.1], [-0.5, 1.9, 1.6], [1.4, -2.8, 0.1], [-1.2, 2.1, -0.2], [-2.5, 0.1, 2.7], [1.2, 2.4, 0.1], [-0.3, 0.1, 1.1], [-2.1, -1.0, 0.4], [0.7, 0.2, 0.0], [-2.2, 0.0, -0.8], [-0.2, -1.9, -1.9], [0.0, 1.3, -1.4], [0.0, 0.0, 0.4], [1.9, 0.2, -0.4], [0.6, -1.3, -3.0]],
  "fmax_ev_per_a": 3.701,
  "lumo_energy_ev": [-0.1078, -0.6719],
  "e_above_lowest_ev": 2.8201,
  "molar_mass_g_mol": 174.041,
  "homo_ev": [-8.3, -7.8],
  "total_charge": 0
}